Molecular formula: C10H13N2S
Method: DFT, the ωB97M-V functional and the def2-TZVPD basis

Each line ends with the Löwdin charge.
Atoms and positions in Å:
C: -3.495 1.036 -0.724  -0.050
C: -2.481 0.622 -1.600  -0.045
C: -3.244 0.930 0.617  -0.092
C: -1.254 0.283 -1.091  -0.053
C: -2.150 0.321 1.121  -0.044
C: -1.073 -0.002 0.263  -0.184
C: 1.981 0.906 0.088  -0.667
C: 1.270 -1.274 -0.116  -0.144
C: 0.310 -0.370 0.637  -0.248
C: 3.319 -0.516 -1.423  0.004
N: 2.238 -0.280 -0.436  -0.205
N: 0.635 -0.618 2.101  0.184
S: 2.196 2.332 0.720  0.812
H: -4.293 1.634 -1.131  0.116
H: -2.626 0.741 -2.668  0.116
H: -3.976 1.438 1.228  0.120
H: -0.306 0.533 -1.571  0.122
H: -2.152 -0.059 2.089  0.088
H: 1.719 -2.080 0.520  0.138
H: 0.669 -1.770 -0.970  0.167
H: 2.880 -0.694 -2.416  0.095
H: 4.016 0.270 -1.450  0.069
H: 3.786 -1.625 -1.102  0.163
H: -0.009 -1.280 2.608  0.185
H: 0.361 0.319 2.492  0.165
H: 1.679 -0.798 2.215  0.189

As for the total energy: -896.15994 a.u. As for the HOMO energy (alpha / beta): -11.1008 / -11.1002 eV. Its total charge is +1. The HOMO-LUMO gap (alpha / beta) comes out at 7.4 / 7.4 eV. Its multiplicity is 1. The energy above the lowest of the compared OMol25 structures with the same formula, charge and spin comes out at 74.9 kcal per mole. For the max |F|, the calculation gives 4.67 eV/Å.

Molecular formula: C10H13N3
Method: DFT, the ωB97M-V functional and the def2-TZVPD basis

Each line ends with the Löwdin charge.
Atoms and positions in Å:
C: 3.596 0.130 -0.082  -0.633
C: 1.001 -0.091 -0.102  -0.168
C: 0.618 1.269 -0.121  -0.057
C: -0.655 1.789 -0.138  -0.003
C: -1.662 0.724 -0.078  -0.220
C: -3.205 1.063 0.172  -0.139
C: -3.843 -0.327 0.129  -0.228
C: -2.734 -1.307 -0.126  -0.199
C: -1.451 -0.592 0.109  -0.214
C: -0.087 -1.033 -0.138  0.033
H: 4.764 -1.953 -0.102  0.192
H: 5.724 -0.495 0.055  0.100
H: 4.728 1.533 -0.066  0.088
H: 2.710 -1.483 0.444  0.097
H: 1.475 1.838 0.058  0.059
H: -0.968 2.743 -0.460  0.095
H: -2.946 1.901 1.236  0.208
H: -3.593 1.566 -0.814  0.120
H: -4.639 -0.445 -0.671  0.122
H: -4.255 -0.575 1.193  0.136
H: -2.634 -1.973 -1.089  0.153
H: -2.877 -2.119 0.587  0.098
H: 0.144 -2.138 -0.298  0.121
N: 4.688 -0.748 0.062  0.019
N: 3.707 1.306 0.095  0.129
N: 2.395 -0.584 0.143  0.089

As for the total energy: -552.94921 a.u. As for the HOMO energy: -7.8362 eV. The HOMO-LUMO gap comes out at 8.5 eV. Its multiplicity is 1. The energy above the lowest of the compared OMol25 structures with the same formula, charge and spin comes out at 105.6 kcal per mole. For the max |F|, the calculation gives 7.51 eV/Å.